[1]
Formula: C16H60N10O14
Source: OMol25
Level of theory: ωB97M-V/def2-TZVPD

Structure (XYZ):
```
100
Properties=species:S:1:pos:R:3:forces:R:3:lowdin_charge:R:1
C -9.6664 -23.2132 4.9706 -0.64 -0.24 -0.93 -0.126
O -10.5508 -24.0699 5.7013 0.97 -0.10 0.20 -0.171
H -8.6375 -23.1667 5.3292 -0.20 0.06 0.45 0.074
H -9.5944 -23.6069 3.9478 -0.02 0.01 0.13 0.076
H -10.1262 -22.2236 4.8757 0.32 0.05 0.26 0.077
H -10.1386 -24.2720 6.5642 -0.43 0.31 -0.12 0.042
C -7.5327 -26.5728 8.8120 -0.16 -0.59 0.97 -0.130
O -7.9591 -25.5471 9.7156 0.58 -0.40 0.11 -0.157
H -6.4852 -26.8857 8.9118 0.19 0.83 -0.14 0.082
H -8.0384 -27.4965 9.1219 -0.46 0.07 -0.76 0.079
H -7.7677 -26.2195 7.8145 0.05 -0.38 -0.18 0.080
H -7.9820 -25.9813 10.5851 -0.15 0.29 0.03 0.051
C -13.4909 -20.5970 12.9789 0.53 -0.47 1.06 -0.135
O -14.8992 -20.7682 12.9549 -0.05 0.03 -0.67 -0.135
H -13.2513 -19.8973 13.7785 0.31 0.28 -0.18 0.078
H -12.9494 -21.5270 13.2119 -0.30 -0.03 -0.03 0.069
H -13.0818 -20.2691 12.0292 -0.53 0.27 -0.18 0.084
H -15.2121 -21.1114 13.7935 0.18 -0.04 0.13 0.088
C -10.6990 -20.1553 7.5667 0.02 -0.57 1.14 -0.166
O -11.2796 -18.8793 7.4158 0.20 0.29 -0.36 -0.111
H -11.4190 -20.9597 7.3970 0.09 -0.02 -0.34 0.075
H -9.8083 -20.2908 6.9553 -0.26 0.30 -0.45 0.079
H -10.3395 -20.2942 8.5974 -0.09 0.05 0.02 0.057
H -12.1541 -18.8941 7.8136 0.00 -0.09 -0.02 0.078
C -6.2855 -23.1559 7.9329 0.10 0.34 1.00 -0.172
O -5.3115 -23.2535 6.9213 -0.11 -0.24 -0.55 -0.110
H -7.2585 -23.5089 7.6023 0.09 -0.04 -0.37 0.060
H -6.0251 -23.7330 8.8249 0.00 -0.13 -0.07 0.078
H -6.4022 -22.1191 8.2708 -0.11 0.05 -0.10 0.071
H -4.4378 -23.1351 7.2980 -0.02 0.04 0.12 0.075
C -9.2943 -26.7046 13.1369 -0.88 -0.30 -0.32 -0.140
O -8.3341 -27.1183 12.1725 0.08 0.07 -0.07 -0.117
H -8.8897 -25.9432 13.7985 0.10 -0.08 0.16 0.067
H -10.1770 -26.3096 12.6305 0.24 0.29 -0.18 0.041
H -9.7222 -27.5597 13.6668 0.42 0.04 0.36 0.091
H -8.0758 -28.0227 12.3572 0.08 0.00 -0.03 0.088
C -11.1132 -27.1873 7.8704 -0.66 0.46 -0.62 -0.142
O -11.8889 -28.1987 7.2210 0.25 -0.04 0.36 -0.111
H -11.5519 -26.2443 7.5366 0.12 -0.01 0.02 0.074
H -11.2213 -27.1900 8.9574 0.27 -0.24 -0.11 0.049
H -10.0721 -27.2010 7.5329 0.01 -0.13 0.26 0.068
H -11.6707 -29.0499 7.6116 0.01 0.02 -0.04 0.067
C -12.7192 -27.6560 11.0042 -0.50 -0.80 0.72 -0.197
O -13.6443 -26.6199 10.7805 0.20 0.13 0.03 -0.119
H -12.8505 -28.4765 10.2958 0.01 0.40 -0.46 0.079
H -11.6750 -27.3276 11.0057 0.02 0.07 -0.03 0.051
H -12.9501 -28.1365 11.9641 0.34 0.14 0.12 0.075
H -13.7206 -26.1723 11.6400 -0.06 -0.01 -0.29 0.038
C -8.3298 -19.2588 11.8718 -1.24 -1.36 -1.23 -0.615
O -8.7851 -19.5189 12.9944 0.59 0.68 -0.42 -0.021
N -7.4917 -20.1493 11.2274 -0.53 1.45 1.30 0.155
N -8.8227 -18.2318 11.0642 1.04 -1.45 1.85 0.157
H -7.2834 -20.9797 11.7683 0.35 -0.21 -0.25 0.044
H -7.2972 -20.0575 10.2562 0.20 -0.13 -0.29 0.082
H -9.4933 -17.6302 11.4977 -0.08 0.32 -0.40 0.097
H -8.4702 -18.1916 10.1367 -0.26 0.64 -0.48 0.082
C -14.1976 -23.6418 5.7448 1.56 0.34 0.54 -0.608
O -15.3961 -23.4427 5.9389 0.39 -0.31 -0.37 -0.009
N -13.6600 -23.9474 4.4939 -1.18 0.21 0.96 0.150
N -13.2306 -23.5393 6.7384 -1.07 -0.25 -0.79 0.167
H -12.6778 -24.0669 4.3614 0.22 -0.03 -0.01 0.068
H -14.3025 -23.9531 3.7241 0.12 -0.09 -0.05 0.092
H -13.5092 -23.1484 7.6444 0.04 -0.13 -0.48 0.056
H -12.2687 -23.7353 6.4827 -0.19 0.23 0.25 0.045
C -7.1547 -22.8360 13.8639 -0.45 1.25 1.41 -0.642
O -6.6707 -22.3638 12.8508 0.32 -0.63 -0.56 0.014
N -6.5071 -23.7944 14.6139 -0.38 0.58 -1.40 0.156
N -8.3111 -22.2868 14.3878 0.74 -0.97 -0.89 0.164
H -6.8442 -24.1205 15.4912 0.13 -0.18 0.27 0.085
H -5.6175 -24.0320 14.2102 0.03 -0.38 0.45 0.105
H -8.5891 -21.4256 13.9214 -0.20 0.12 0.37 0.069
H -8.5988 -22.5465 15.3061 -0.24 0.31 0.28 0.079
C -12.6718 -25.6174 14.5336 -0.21 -0.05 -0.96 -0.592
O -13.3157 -26.0191 13.5495 0.84 0.53 1.66 0.010
N -11.6614 -24.6711 14.4049 -1.69 -1.81 0.28 0.168
N -12.9157 -26.0604 15.8321 0.06 0.50 -1.27 0.149
H -11.5111 -24.3715 13.4586 0.42 0.49 0.16 0.077
H -11.2583 -24.3355 15.2505 0.52 0.67 -0.19 0.086
H -12.1758 -25.9813 16.5032 -0.03 -0.17 0.19 0.086
H -13.5448 -26.8429 15.8821 0.09 -0.06 0.14 0.103
C -15.5484 -22.3092 9.3627 0.68 -0.32 -0.13 -0.581
O -14.3829 -22.0462 8.9649 -1.86 -0.34 1.14 -0.043
N -16.4470 -23.0020 8.5751 1.08 0.61 0.35 0.156
N -16.0540 -21.9889 10.6211 0.41 -0.41 -1.82 0.153
H -16.1142 -23.4018 7.7019 0.05 0.37 -0.22 0.058
H -17.3603 -23.2423 8.8927 -0.17 -0.11 0.23 0.084
H -17.0299 -22.1720 10.7134 -0.22 0.07 0.51 0.079
H -15.5278 -21.5891 11.3809 0.10 0.19 -0.12 0.046
C -11.1410 -24.1723 10.5888 -0.25 -0.06 0.68 -0.036
C -10.5037 -23.2366 9.5843 0.82 -0.91 -0.98 -0.420
C -9.3656 -22.4350 10.2107 -0.96 -0.01 0.84 -0.053
O -9.9371 -23.9679 8.4669 0.03 -0.66 -0.04 -0.099
H -11.7029 -23.5797 11.3244 0.18 0.06 0.00 0.079
H -10.3691 -24.7425 11.1206 -0.04 0.05 -0.07 0.064
H -11.8833 -24.8710 10.1995 0.15 0.08 -0.41 0.075
H -11.2995 -22.6901 9.0863 0.08 0.69 0.32 0.119
H -8.6672 -23.0919 10.7386 -0.03 -0.19 -0.25 0.076
H -9.8100 -21.8250 11.0050 0.24 0.39 -0.15 0.083
H -8.7908 -21.8330 9.5155 -0.26 0.08 -0.18 0.056
H -9.3552 -24.6648 8.8266 -0.05 0.34 0.19 0.047
```
Forces are in eV/Å.

The gap between HOMO and LUMO is 8.36 eV. The energy relative to the best compared isomer or geometry (same formula, charge and spin) is 42.8 kJ/mol. Its HOMO energy is -8.62 eV.

***

[2]
Formula: C16H60N12O14
Source: OMol25
Level of theory: ωB97M-V/def2-TZVPD

Structure (XYZ):
```
102
Properties=species:S:1:pos:R:3:forces:R:3:lowdin_charge:R:1
C 12.8666 -21.5109 1.2481 -0.48 0.40 1.17 -0.090
C 14.0733 -21.0404 0.4166 -0.95 0.24 1.80 -0.321
O 14.8694 -22.1013 -0.0227 -0.29 -0.68 -1.01 -0.105
H 12.3189 -20.6040 1.6181 0.38 -0.67 -0.38 0.087
H 13.1808 -22.0389 2.1777 -0.15 0.10 -0.68 0.072
H 12.1141 -22.1309 0.7023 0.80 0.37 0.20 0.084
H 14.7394 -20.4061 1.0785 -0.86 -0.39 -1.03 0.118
H 13.5937 -20.5182 -0.3968 0.59 0.73 -0.53 0.107
H 14.4229 -22.5065 -0.7956 0.58 0.17 0.69 0.123
C 17.4504 -24.1571 3.3580 1.22 0.87 -0.66 -0.055
C 16.9051 -23.8855 1.9143 1.02 -2.28 2.03 -0.283
O 15.4960 -23.9709 1.9363 -0.26 0.42 0.13 -0.098
H 17.2009 -23.3096 3.9998 0.10 0.11 -0.02 0.053
H 18.5973 -24.2119 3.2847 -1.64 -0.09 0.14 0.079
H 17.0852 -25.0385 3.8789 0.01 -0.33 -0.51 0.038
H 17.3267 -24.7003 1.2895 -0.26 0.90 -0.10 0.093
H 17.2850 -22.9237 1.6533 -0.23 0.59 -0.51 0.057
H 15.1251 -23.2647 1.3891 0.06 -0.02 -0.41 0.045
C 14.2436 -27.3662 2.0296 -1.99 -8.93 -1.71 -0.592
O 14.2271 -28.7631 1.8654 0.72 7.53 0.64 -0.125
N 15.2239 -26.6645 2.5115 2.95 0.17 0.53 0.143
N 13.1705 -26.6518 1.7110 -2.98 1.06 -0.73 0.153
H 16.1215 -27.1417 2.5820 -0.48 0.50 -0.05 0.079
H 15.2525 -25.6503 2.4349 -0.16 -0.04 -0.19 0.076
H 12.2660 -27.0803 1.4680 1.29 -0.28 0.31 0.129
H 13.0194 -25.7671 2.1739 0.34 0.06 -0.06 0.101
C 13.9684 -27.7954 5.7202 -5.36 -7.19 -2.79 -0.618
O 13.4008 -28.9267 5.1003 2.74 5.98 3.29 -0.135
N 13.5698 -27.2871 6.8489 -3.53 0.30 3.88 0.158
N 14.8969 -27.1103 5.1779 3.75 1.24 -3.84 0.137
H 12.5881 -27.4875 7.1358 1.59 -0.23 -0.25 0.141
H 13.9643 -26.4261 7.2402 -0.14 -0.57 -0.63 0.081
H 14.9858 -27.2525 4.1472 0.41 0.28 1.62 0.095
H 15.3418 -26.3206 5.6401 -0.75 -0.47 -0.46 0.059
C 20.3675 -22.6754 1.6897 -2.02 5.75 4.47 -0.628
O 20.0151 -21.8595 2.7383 0.89 -3.86 -4.16 -0.115
N 21.5445 -23.2063 1.6693 4.71 -1.38 3.22 0.142
N 19.7076 -22.7604 0.5855 -1.93 -1.27 -3.26 0.205
H 22.0927 -23.0974 2.5825 -0.86 -0.10 -2.26 0.181
H 21.9872 -23.5754 0.8435 0.04 0.09 0.07 0.134
H 18.6965 -22.5809 0.5743 0.58 0.00 -0.48 0.057
H 20.0339 -23.3934 -0.2130 -0.82 1.16 1.81 0.174
C 17.6416 -26.4223 -1.4185 7.06 -3.20 3.08 -0.568
O 19.0554 -26.7043 -1.3155 -7.48 1.87 -0.41 -0.176
N 16.7648 -26.5256 -0.4061 -1.36 1.05 -0.49 0.178
N 17.0968 -26.2207 -2.5796 -2.92 1.03 -5.33 0.079
H 17.1233 -26.6410 0.5333 0.17 0.06 0.28 0.036
H 15.7600 -26.1825 -0.5265 2.20 -0.84 0.35 0.153
H 17.5999 -26.3224 -3.5018 -0.53 -0.02 2.07 0.159
H 16.0447 -26.0026 -2.6871 2.48 -0.84 0.41 0.168
C 17.8011 -22.6148 -2.0059 -1.00 2.25 4.56 -0.666
O 17.3889 -22.7727 -0.7723 1.33 0.52 -4.00 -0.078
N 17.8760 -23.5541 -2.8477 -0.65 -6.07 -3.52 0.166
N 18.2446 -21.4813 -2.5462 -0.12 4.28 1.99 0.166
H 17.4787 -24.4548 -2.5220 0.77 0.89 -0.73 0.062
H 18.1918 -23.5106 -3.8494 -0.47 0.29 1.97 0.158
H 18.0871 -20.6232 -1.9479 0.67 -1.14 -1.07 0.092
H 18.2220 -21.3009 -3.5344 -0.03 -0.34 0.00 0.106
C 19.3885 -21.4120 5.9617 -0.29 0.33 9.03 -0.655
O 19.2971 -21.2746 7.3117 0.41 -0.82 -5.69 -0.110
N 19.2532 -20.3571 5.2280 -0.33 5.29 -0.51 0.150
N 19.5202 -22.5396 5.3672 0.77 -5.87 0.17 0.189
H 18.9830 -19.4539 5.6319 0.61 -0.97 0.61 0.160
H 19.2981 -20.2460 4.2630 0.73 -0.92 -2.04 0.080
H 19.5855 -23.4518 5.8783 -0.19 1.96 0.10 0.151
H 19.6256 -22.7427 4.3991 -0.04 1.19 -1.03 0.034
C 17.4585 -19.6669 0.1234 0.41 1.06 1.15 -0.157
O 18.5730 -19.3445 -0.6666 0.64 0.97 -1.34 -0.133
H 17.6870 -20.6147 0.5366 -0.64 -0.96 0.79 0.037
H 16.5725 -19.7044 -0.4895 -0.19 -0.19 -0.37 0.078
H 17.2789 -18.8927 0.9091 0.22 -0.59 -0.39 0.097
H 19.4194 -19.7021 -0.3666 -0.58 -0.06 0.41 0.097
C 20.8850 -26.0981 3.4583 0.52 0.82 -0.44 -0.094
O 20.5331 -25.8014 2.0901 -1.13 -2.97 0.77 -0.137
H 21.6818 -26.8715 3.6127 -1.02 0.30 -0.47 0.103
H 19.9754 -26.2468 4.0539 0.31 -0.34 -0.21 0.065
H 21.3196 -25.1585 3.7465 0.37 0.36 1.15 0.058
H 20.9854 -25.0259 1.8441 0.70 1.29 -0.43 -0.013
C 17.9435 -28.4043 2.0977 0.44 0.62 -2.26 -0.081
O 17.9406 -26.9556 2.0752 1.07 -0.44 0.05 -0.217
H 17.6733 -28.8353 1.0871 0.32 0.52 1.08 0.116
H 17.2618 -28.7318 2.8117 -1.45 -0.63 1.18 0.056
H 18.9017 -28.7433 2.4032 0.96 -0.45 0.09 0.078
H 18.8795 -26.6547 1.9929 -0.79 0.03 -0.22 0.065
C 15.5370 -24.2335 6.2219 -0.79 2.70 -0.10 -0.168
O 15.2437 -25.1245 7.2335 0.20 -0.60 2.67 -0.154
H 15.4245 -24.6524 5.2166 -0.56 0.17 0.39 0.066
H 16.5496 -23.9177 6.2805 1.10 0.44 0.02 0.062
H 14.9030 -23.3206 6.4180 0.56 -0.65 -1.05 0.118
H 15.4567 -24.7034 8.1193 -0.27 -0.85 -1.72 0.156
C 18.0065 -26.9931 5.9611 -0.55 0.66 0.68 -0.178
O 17.0830 -27.7297 6.6910 -0.16 -0.81 1.16 -0.121
H 18.0418 -27.4051 4.9712 0.25 0.33 -1.02 0.057
H 18.9891 -27.1062 6.4192 -0.01 0.07 0.07 0.086
H 17.6932 -25.9207 6.0173 0.64 -0.40 -0.57 0.071
H 16.2160 -27.6771 6.2558 0.65 -0.35 0.05 0.021
C 16.4465 -20.6845 3.3801 1.33 2.75 1.65 -0.139
O 16.7545 -20.7975 4.7889 -0.72 -0.82 -0.75 -0.148
H 16.2596 -19.5782 3.2637 -0.04 -0.87 -0.59 0.091
H 15.5312 -21.1836 3.2082 -0.77 -0.87 -0.39 0.050
H 17.2727 -20.9426 2.6963 -0.34 -0.35 0.38 0.056
H 17.7060 -20.6432 4.9793 -1.14 -0.12 -0.51 -0.017
```
Forces are in eV/Å.

The gap between HOMO and LUMO is 7.62 eV. The energy relative to the best compared isomer or geometry (same formula, charge and spin) is 192.3 kJ/mol. Its HOMO energy is -8.06 eV.

***

DFT total energy, record by record: -61133.3189, -64106.5296 eV